1.
This record from OMol25 describes a 4-piece molecular cluster, C32H32BrFIN3O8 overall. The level of theory is the ωB97M-V functional and the def2-TZVPD basis.

SMILES: C[C@H](Br)C[C@](CCF)(Cc1ccccc1)OC(=O)I.O=[N+]([O-])c1ccccc1.O=[N+]([O-])c1ccccc1.O=[N+]([O-])c1ccccc1
LUMO level, hartree: -0.035
Frontier orbital gap, Eh: 0.30582
HOMO energy, eV: -9.3

Each atom is followed by the atoms it is bonded to, with distances in Å.
Atoms and positions in Å:
1 C 3.627 1.718 1.664  C2 1.546, H20 1.088, H21 1.095, H22 1.093
2 C 4.229 0.382 1.170  C1 1.546, Br3 1.993, C4 1.543, H23 1.089
3 Br 5.722 0.828 -0.072  C2 1.993
4 C 3.311 -0.726 0.612  C2 1.543, C5 1.544, H24 1.094, H25 1.099
5 C 1.870 -0.426 0.149  C4 1.544, C6 1.555, C9 1.533, O16 1.478
6 C 1.703 0.819 -0.767  C5 1.555, C7 1.522, H26 1.095, H27 1.090
7 C 2.768 0.963 -1.845  C6 1.522, F8 1.402, H28 1.093, H29 1.094
8 F 2.166 1.153 -3.098  C7 1.402
9 C 0.898 -0.287 1.326  C5 1.533, C10 1.522, H30 1.099, H31 1.093
10 C -0.456 0.305 0.962  C9 1.522, C11 1.381, C15 1.382
11 C -0.877 1.446 1.616  C10 1.381, C12 1.375, H32 1.090
12 C -2.089 2.049 1.373  C11 1.375, C13 1.382, H33 1.085
13 C -2.932 1.503 0.423  C12 1.382, C14 1.370, H34 1.085
14 C -2.506 0.386 -0.246  C13 1.370, C15 1.372, H35 1.095
15 C -1.301 -0.219 0.002  C10 1.382, C14 1.372, H36 1.085
16 O 1.473 -1.499 -0.786  C5 1.478, C17 1.355
17 C 1.390 -2.748 -0.270  O16 1.355, O18 1.202, I19 2.176
18 O 0.385 -3.210 0.201  C17 1.202
19 I 3.059 -4.140 -0.381  C17 2.176
20 H 2.550 1.836 1.570  C1 1.088
21 H 3.893 1.891 2.712  C1 1.095
22 H 4.081 2.550 1.120  C1 1.093
23 H 4.764 -0.044 2.017  C2 1.089
24 H 3.828 -1.206 -0.224  C4 1.094
25 H 3.250 -1.515 1.375  C4 1.099
26 H 0.782 0.610 -1.319  C6 1.095
27 H 1.505 1.729 -0.201  C6 1.090
28 H 3.471 1.784 -1.685  C7 1.093
29 H 3.384 0.064 -1.949  C7 1.094
30 H 0.686 -1.245 1.823  C9 1.099
31 H 1.298 0.337 2.129  C9 1.093
32 H -0.215 1.873 2.369  C11 1.090
33 H -2.330 2.928 1.962  C12 1.085
34 H -3.895 1.975 0.257  C13 1.085
35 H -3.174 -0.055 -0.995  C14 1.095
36 H -1.025 -1.108 -0.557  C15 1.085
37 C -7.778 -3.363 -1.047  C38 1.389, C42 1.389, H46 1.083
38 C -8.239 -2.153 -0.546  C37 1.389, C39 1.385, H47 1.082
39 C -7.616 -0.969 -0.909  C38 1.385, C40 1.384, H48 1.080
40 C -6.539 -1.015 -1.776  C39 1.384, C41 1.384, N43 1.468
41 C -6.064 -2.214 -2.278  C40 1.384, C42 1.386, H49 1.080
42 C -6.690 -3.394 -1.909  C37 1.389, C41 1.386, H50 1.082
43 N -5.892 0.239 -2.182  C40 1.468, O44 1.213, O45 1.217
44 O -6.317 1.273 -1.711  N43 1.213
45 O -4.965 0.170 -2.969  N43 1.217
46 H -8.270 -4.285 -0.766  C37 1.083
47 H -9.086 -2.131 0.126  C38 1.082
48 H -7.976 -0.029 -0.518  C39 1.080
49 H -5.219 -2.240 -2.951  C41 1.080
50 H -6.331 -4.338 -2.295  C42 1.082
51 C -0.519 1.553 -4.052  C52 1.390, C56 1.389, H60 1.077
52 C -1.858 1.258 -4.278  C51 1.390, C53 1.386, H61 1.082
53 C -2.473 1.668 -5.449  C52 1.386, C54 1.384, H62 1.080
54 C -1.735 2.369 -6.386  C53 1.384, C55 1.384, N57 1.469
55 C -0.402 2.677 -6.173  C54 1.384, C56 1.386, H63 1.080
56 C 0.207 2.266 -4.997  C51 1.389, C55 1.386, H64 1.080
57 N -2.376 2.785 -7.641  C54 1.469, O58 1.215, O59 1.215
58 O -3.551 2.517 -7.792  N57 1.215
59 O -1.693 3.371 -8.458  N57 1.215
60 H -0.043 1.227 -3.142  C51 1.077
61 H -2.424 0.704 -3.539  C52 1.082
62 H -3.515 1.436 -5.621  C53 1.080
63 H 0.165 3.229 -6.908  C55 1.080
64 H 1.247 2.497 -4.819  C56 1.080
65 C 6.571 -0.985 7.443  C66 1.389, C70 1.389, H74 1.082
66 C 6.054 -2.237 7.136  C65 1.389, C67 1.385, H75 1.082
67 C 4.937 -2.346 6.323  C66 1.385, C68 1.384, H76 1.080
68 C 4.354 -1.195 5.824  C67 1.384, C69 1.384, N71 1.469
69 C 4.853 0.060 6.127  C68 1.384, C70 1.385, H77 1.080
70 C 5.969 0.162 6.942  C65 1.389, C69 1.385, H78 1.082
71 N 3.184 -1.308 4.943  C68 1.469, O72 1.213, O73 1.217
72 O 2.757 -2.419 4.709  N71 1.213
73 O 2.713 -0.280 4.492  N71 1.217
74 H 7.447 -0.903 8.073  C65 1.082
75 H 6.524 -3.129 7.528  C66 1.082
76 H 4.536 -3.321 6.086  C67 1.080
77 H 4.388 0.954 5.736  C69 1.080
78 H 6.372 1.136 7.185  C70 1.082

---

2.
This record from OMol25 describes a single C5H6O molecule. The level of theory is the ωB97M-V functional and the def2-TZVPD basis.

Energy above the lowest of the compared OMol25 structures with the same formula, charge and spin, kcal per mole: 105.14
LUMO level (alpha / beta), hartree: 0.008 / 0.035
Frontier orbital gap (alpha / beta), Eh: 0.26524 / 0.30027
HOMO energy (alpha / beta), eV: -7.0 / -7.2

Each atom is followed by the atoms it is bonded to, with distances in Å.
Atoms and positions in Å:
1 C -1.947 0.901 -0.378  C2 1.485, H7 1.093, H8 1.097, H9 1.098
2 C -0.741 0.202 0.135  C1 1.485, O3 1.285, H10 1.085
3 O -0.343 -0.871 -0.450  C2 1.285, C4 1.340
4 C 0.839 -1.473 -0.258  O3 1.340, C5 1.396, H11 1.077
5 C 1.877 -0.759 0.343  C4 1.396, C6 1.216
6 C 2.740 -0.051 0.826  C5 1.216, H12 1.067
7 H -2.178 0.574 -1.396  C1 1.093
8 H -1.745 1.978 -0.404  C1 1.097
9 H -2.838 0.756 0.247  C1 1.098
10 H -0.134 0.575 0.954  C2 1.085
11 H 0.936 -2.404 -0.791  C4 1.077
12 H 3.535 0.572 1.172  C6 1.067

---

> Which formula does entry 2 have?

C5H6O